DFT (ωB97M-V/def2-TZVPD) results for one molecule with the formula C5H8O.

```
14
Properties=species:S:1:pos:R:3:forces:R:3:nbo_charge:R:1
C 0.380169 1.656144 -0.226420 0.22 -0.12 0.04 -0.399
C 1.379678 0.797905 -0.029771 -0.12 0.12 -0.09 -0.214
C 1.306354 -0.692384 0.204555 0.22 0.05 -0.06 -0.101
O 0.068434 -1.182499 0.682397 -0.05 0.11 0.08 -0.520
C -0.998967 -1.092342 -0.163268 -0.38 0.13 -0.02 0.135
C -2.118127 -0.510867 0.251293 0.14 -0.17 -0.09 -0.485
H -0.658573 1.352310 -0.246237 0.23 0.10 0.06 0.212
H 0.589140 2.709852 -0.388955 0.04 -0.14 0.03 0.200
H 2.401387 1.176677 -0.050804 -0.07 -0.04 -0.01 0.199
H 2.026490 -0.969544 0.982406 -0.08 0.07 -0.16 0.202
H 1.611882 -1.222870 -0.714984 -0.12 0.07 0.12 0.178
H -0.867778 -1.538556 -1.154195 0.01 0.10 0.19 0.171
H -2.996458 -0.442493 -0.377710 0.08 -0.14 0.05 0.209
H -2.123634 -0.041336 1.231688 -0.13 -0.14 -0.13 0.212
```
Positions in Å, forces in eV/Å.

The net charge is 0. The value obtained for the lowest unoccupied orbital energy is 0.041 hartree. The value obtained for the energy above the lowest of the compared OMol25 structures with the same formula, charge and spin is 2.151 eV. As for the SMILES: C=CCOC=C. The calculation puts the HOMO energy at -9.11 eV.

=====

DFT (ωB97M-V/def2-TZVPD) results for one molecule with the formula C5H8O at a distorted geometry.

```
14
Properties=species:S:1:pos:R:3:forces:R:3:nbo_charge:R:1
C 2.230126 -0.712103 -0.053989 1.10 -0.41 0.08 -0.679
C 0.724921 -0.769711 0.049152 0.06 1.00 -0.22 -0.086
C -0.085122 0.302093 0.029431 -0.47 -0.44 0.26 -0.195
C 0.393219 1.711358 0.063639 0.61 2.36 0.19 -0.652
C -1.580025 0.129075 -0.098002 -1.49 -0.81 -1.09 0.425
O -2.207642 -0.922280 0.076467 1.43 2.67 -0.22 -0.526
H 2.559335 -1.769546 0.193967 0.15 1.36 -0.57 0.227
H 2.793347 -0.008844 0.660553 -1.13 -0.91 -1.02 0.230
H 2.536030 -0.429453 -1.132639 -0.35 -0.57 1.66 0.235
H 0.303759 -1.762827 0.043313 -0.31 -0.05 -0.04 0.220
H 1.523442 1.783596 -0.487130 -3.32 0.21 1.75 0.236
H 0.427686 2.078972 1.303039 0.10 -0.75 -3.86 0.237
H -0.466732 2.395534 -0.546707 2.73 -1.54 1.80 0.227
H -2.114452 1.126532 -0.587517 0.89 -2.13 1.29 0.099
```
Positions in Å, forces in eV/Å.

The net charge is 0. The value obtained for the lowest unoccupied orbital energy is 0.007 hartree. The value obtained for the energy above the lowest of the compared OMol25 structures with the same formula, charge and spin is 2.650 eV. As for the SMILES: C/C=C(\C)C=O. The calculation puts the HOMO energy at -9.57 eV.

=====

DFT (ωB97M-V/def2-TZVPD) results for one molecule with the formula C5H8O.

```
14
Properties=species:S:1:pos:R:3:forces:R:3:nbo_charge:R:1
C 0.843175 1.904773 -0.832830 0.05 -0.01 -0.14 -0.797
C 0.774610 0.683811 -0.016739 0.09 0.07 -0.37 0.205
C 0.109672 -0.441984 -0.714550 -0.07 0.12 0.03 -0.611
C -0.787236 -1.214695 0.221906 0.07 -0.26 -0.23 0.061
C -0.526881 -1.260962 1.655335 0.01 -0.06 0.23 -0.118
O -1.518994 -0.384008 1.106297 -0.08 0.11 0.30 -0.495
H 0.479250 1.874960 -1.868823 0.03 -0.14 -0.03 0.179
H 1.830131 2.368451 -0.787596 0.03 0.03 0.12 0.254
H 0.201472 2.605261 -0.278745 -0.03 -0.01 0.10 0.285
H -0.436265 -0.189657 -1.639595 0.01 0.06 0.09 0.189
H 0.971711 -1.061801 -1.028357 -0.05 0.06 0.08 0.272
H -1.386335 -2.004648 -0.225746 0.10 -0.01 -0.01 0.185
H -0.923477 -2.070899 2.259573 -0.04 -0.02 -0.13 0.181
H 0.366854 -0.778021 2.034937 -0.11 0.08 -0.07 0.212
```
Positions in Å, forces in eV/Å.

The net charge is 0. The value obtained for the lowest unoccupied orbital energy is 0.010 hartree. The value obtained for the energy above the lowest of the compared OMol25 structures with the same formula, charge and spin is 4.944 eV. The calculation puts the HOMO energy at -8.36 eV.

=====

DFT (ωB97M-V/def2-TZVPD) results for one molecule with the formula C5H8O.

```
14
Properties=species:S:1:pos:R:3:forces:R:3:nbo_charge:R:1
C 2.859420 0.191137 -0.102887 0.08 0.02 0.01 -0.683
C 1.422141 -0.070827 -0.187422 -0.53 -0.06 -0.05 0.006
C 0.240969 -0.283885 -0.309260 0.50 0.06 0.00 -0.050
C -1.175392 -0.558775 -0.582171 -0.02 -0.01 -0.11 -0.496
C -2.137694 -0.082198 0.508454 -0.08 -0.36 -0.04 -0.045
O -2.058044 1.304751 0.736398 0.18 0.12 0.07 -0.712
H 3.116121 0.681453 0.839776 -0.03 -0.05 -0.10 0.235
H 3.436018 -0.736990 -0.168829 -0.12 0.11 0.02 0.235
H 3.177382 0.841522 -0.924162 -0.05 -0.07 0.13 0.235
H -1.442052 -0.060458 -1.521521 0.00 -0.08 0.09 0.233
H -1.307486 -1.637280 -0.733396 -0.02 0.14 0.02 0.232
H -3.161636 -0.280950 0.177606 0.13 0.02 0.07 0.181
H -1.969728 -0.653993 1.433300 0.03 0.11 -0.10 0.158
H -1.143959 1.503351 0.976293 -0.06 0.05 -0.03 0.470
```
Positions in Å, forces in eV/Å.

The net charge is 0. The value obtained for the lowest unoccupied orbital energy is 0.033 hartree. The value obtained for the energy above the lowest of the compared OMol25 structures with the same formula, charge and spin is 1.882 eV. As for the SMILES: CC#CCCO. The calculation puts the HOMO energy at -9.60 eV.

=====

DFT (ωB97M-V/def2-TZVPD) results for one molecule with the formula C5H8O.

```
14
Properties=species:S:1:pos:R:3:forces:R:3:nbo_charge:R:1
O -0.540419 2.254621 0.259985 0.18 -0.07 0.10 -0.635
C -0.431991 1.273258 1.115436 0.48 0.26 0.04 0.310
C -1.266044 -0.918260 -0.234637 -0.02 -0.10 -0.01 -0.623
C 0.215364 -0.948425 0.121567 -0.09 -0.02 0.08 -0.195
C 1.152971 -0.027643 -0.611317 0.04 0.12 -0.15 -0.454
C 0.687117 0.321757 0.784549 -0.04 0.09 0.29 -0.411
H 0.162825 2.241627 -0.426612 -0.06 -0.11 -0.04 0.456
H -1.730940 -0.050066 0.250559 -0.16 -0.22 -0.39 0.222
H -1.448730 -0.889827 -1.313449 0.03 -0.03 0.15 0.208
H -1.790275 -1.772458 0.185417 0.03 -0.17 -0.05 0.225
H 0.628136 -1.897822 0.466224 -0.13 0.30 -0.07 0.219
H 0.767845 0.496544 -1.486251 -0.02 -0.04 0.17 0.203
H 2.190298 -0.333450 -0.711758 -0.16 0.05 0.00 0.228
H 1.403843 0.250145 1.600291 -0.09 -0.06 -0.12 0.246
```
Positions in Å, forces in eV/Å.

The net charge is 0. The value obtained for the lowest unoccupied orbital energy is 0.031 hartree. The value obtained for the energy above the lowest of the compared OMol25 structures with the same formula, charge and spin is 3.739 eV. The calculation puts the HOMO energy at -8.44 eV.

=====

DFT (ωB97M-V/def2-TZVPD) results for one molecule with the formula C5H8O at a distorted geometry.

```
14
Properties=species:S:1:pos:R:3:forces:R:3:nbo_charge:R:1
O -0.178880 2.354934 -0.614766 0.51 0.07 0.02 -0.660
C -0.137596 1.112142 -0.076640 0.38 -0.65 0.09 0.343
C 1.048764 0.567062 0.217643 -0.25 -0.28 0.44 -0.378
C 0.951637 -0.922682 0.244610 -0.05 -0.24 0.20 -0.417
C -0.535680 -1.166192 -0.148623 -0.07 -0.17 0.02 -0.379
C -1.280302 0.160354 0.128976 -0.01 -0.01 -0.08 -0.461
H 0.757999 2.298485 -0.911460 -0.88 1.41 -0.18 0.492
H 1.872735 1.171794 0.585028 0.29 -0.14 -0.63 0.213
H 1.622121 -1.381066 -0.496781 -0.10 0.05 0.25 0.206
H 1.212878 -1.339134 1.222124 -0.11 -0.16 0.00 0.196
H -0.959933 -2.020740 0.383137 -0.04 0.12 -0.07 0.209
H -0.611106 -1.369328 -1.223796 0.10 -0.03 0.20 0.203
H -1.595440 0.213742 1.181272 0.00 0.05 -0.21 0.214
H -2.167198 0.320630 -0.490721 0.23 -0.02 -0.06 0.220
```
Positions in Å, forces in eV/Å.

The net charge is 0. The value obtained for the lowest unoccupied orbital energy is 0.038 hartree. The value obtained for the energy above the lowest of the compared OMol25 structures with the same formula, charge and spin is 1.348 eV. As for the SMILES: OC1=CCCC1. The calculation puts the HOMO energy at -8.26 eV.

=====

DFT (ωB97M-V/def2-TZVPD) results for one molecule with the formula C5H8O.

```
14
Properties=species:S:1:pos:R:3:forces:R:3:nbo_charge:R:1
C 2.402033 0.235064 -0.517611 -0.36 -0.30 0.04 -0.252
C 1.204385 0.120960 -0.435495 0.77 -0.06 -0.07 -0.012
C -0.240174 -0.106713 -0.376760 -0.28 -0.26 -0.06 -0.334
C -0.539653 -1.550379 0.048054 -0.08 -0.12 0.02 -0.591
C -0.929965 0.901067 0.541690 0.07 -0.18 0.10 -0.039
O -0.563552 2.216285 0.197630 -0.45 0.12 0.07 -0.711
H 3.468814 0.190175 -0.608164 -0.30 0.25 0.06 0.244
H -0.637442 0.065014 -1.385418 0.09 -0.06 0.08 0.234
H -0.291471 -1.711853 1.104286 0.03 0.07 -0.21 0.212
H 0.041041 -2.255644 -0.551998 -0.11 0.08 0.09 0.222
H -1.602952 -1.776201 -0.085894 0.14 0.06 0.01 0.213
H -2.013560 0.795216 0.418996 0.16 0.15 0.04 0.182
H -0.682896 0.678453 1.592564 -0.01 0.02 -0.16 0.158
H 0.385396 2.198558 0.058125 0.33 0.21 -0.01 0.474
```
Positions in Å, forces in eV/Å.

The net charge is 0. The value obtained for the lowest unoccupied orbital energy is 0.037 hartree. The value obtained for the energy above the lowest of the compared OMol25 structures with the same formula, charge and spin is 2.100 eV. As for the SMILES: C#C[C@@H](C)CO. The calculation puts the HOMO energy at -10.11 eV.

=====

DFT (ωB97M-V/def2-TZVPD) results for one molecule with the formula C5H8O at a distorted geometry.

```
14
Properties=species:S:1:pos:R:3:forces:R:3:nbo_charge:R:1
C -0.668159 -0.172938 1.078638 -0.88 0.46 0.20 -0.388
C -1.450748 0.329907 -0.238488 0.53 -0.40 0.69 -0.446
C -0.207392 -0.151941 -0.970898 0.45 -0.91 -0.17 0.134
O 0.728795 0.902766 -1.142149 0.36 0.12 -0.38 -0.534
C 1.607218 0.347611 -0.147923 0.26 0.28 0.08 -0.057
C 0.575452 -0.668848 0.316184 -0.88 0.20 -1.06 -0.290
H -0.489088 0.655957 1.759161 -0.01 -0.12 0.34 0.207
H -1.135624 -1.011653 1.596477 -0.17 0.26 0.05 0.216
H -1.591674 1.423754 -0.283809 0.29 -0.50 -0.01 0.221
H -2.397924 -0.123393 -0.594998 0.56 -0.15 0.73 0.210
H -0.332818 -0.829095 -1.808620 0.01 0.20 -0.57 0.172
H 1.964248 1.129374 0.528837 0.01 -0.12 0.12 0.174
H 2.462424 -0.144954 -0.634735 -0.08 0.12 0.18 0.170
H 0.944668 -1.694154 0.506857 -0.46 0.57 -0.19 0.211
```
Positions in Å, forces in eV/Å.

The net charge is 0. The value obtained for the lowest unoccupied orbital energy is 0.043 hartree. The value obtained for the energy above the lowest of the compared OMol25 structures with the same formula, charge and spin is 2.449 eV. As for the SMILES: C1C[C@H]2OC[C@@H]12. The calculation puts the HOMO energy at -9.26 eV.

=====

| no. | frontier orbital gap (Eh) |
| --- | --- |
| 1 | 0.376 |
| 2 | 0.359 |
| 3 | 0.317 |
| 4 | 0.386 |
| 5 | 0.342 |
| 6 | 0.341 |
| 7 | 0.409 |
| 8 | 0.383 |